(1)
Computed, not measured: a gas-phase ion, C2H5N2O2S (charge +1), with ωB97M-V with the def2-TZVPD basis set.

```
12
C2H5N2O2S, DFT ωB97M-V with the def2-TZVPD basis set
S -3.202 0.172 -0.040
O -1.582 -0.190 0.170
C -0.528 0.361 -0.553
N 0.554 0.394 0.368
C 1.398 -0.578 0.112
N 1.148 -1.084 -1.064
O -0.058 -0.587 -1.570
H -3.621 -1.115 -0.411
H -0.632 1.474 -0.902
H 0.400 0.804 1.234
H 2.373 -0.766 0.640
H 1.690 -1.783 -1.705
```

Output
**Kohn-Sham gap**: 9.04 eV
**Electronic energy**: -20055.21559 eV
**E_HOMO**: -13.159 eV
**Energy above the lowest of the compared OMol25 structures with the same formula, charge and spin**: 80.1 kJ/mol
**Charge**: +1
**Multiplicity**: 1

***

(2)
Computed, not measured: 2 unconnected molecules or ions with the total composition C2H6ClN2O, with ωB97M-V with the def2-TZVPD basis set.

```
12
C2H6ClN2O, DFT ωB97M-V with the def2-TZVPD basis set
C 1.542 0.270 -0.084
C -1.780 -0.505 0.549
N 0.122 -0.906 -0.836
N 1.320 1.458 -0.504
O -1.060 -0.400 -0.670
Cl 2.835 -0.328 0.717
H -2.845 0.015 0.612
H -1.144 -0.031 1.225
H -1.806 -1.521 0.648
H 0.385 -1.665 -0.117
H 0.547 1.407 -1.251
H 1.884 2.205 -0.288
```

Output
**Kohn-Sham gap**: 9.71 eV
**Electronic energy**: -19709.34398 eV
**E_HOMO**: -14.470 eV
**Energy above the lowest of the compared OMol25 structures with the same formula, charge and spin**: 520.5 kJ/mol
**Charge**: +1
**Multiplicity**: 1

***

(3)
Computed, not measured: a molecular structure, C4H6F2, with ωB97M-V with the def2-TZVPD basis set.

```
12
C4H6F2, DFT ωB97M-V with the def2-TZVPD basis set
C -0.168 0.093 -0.628
C 3.106 -0.198 -0.018
C 1.673 -0.400 -0.118
C -1.148 0.310 0.390
F 3.614 1.058 -0.004
F 1.496 -1.779 0.039
H -0.117 0.987 -1.231
H 3.619 -0.904 0.519
H -0.329 -0.873 -1.188
H -1.682 1.148 0.021
H -0.621 0.657 1.238
H -1.728 -0.650 0.701
```

Output
**Kohn-Sham gap**: 9.82 eV
**Electronic energy**: -9675.98190 eV
**E_HOMO**: -8.993 eV
**Energy above the lowest of the compared OMol25 structures with the same formula, charge and spin**: 364.7 kJ/mol
**Charge**: 0
**Multiplicity**: 1

***

(4)
Computed, not measured: 2 unconnected molecules or ions with the total composition C3H5IO, with ωB97M-V with the def2-TZVPD basis set.

```
10
C3H5IO, DFT ωB97M-V with the def2-TZVPD basis set
C -1.328 0.204 2.068
C -1.399 0.038 0.751
C -0.349 0.548 -0.139
O 0.529 1.308 0.178
H -2.084 -0.161 2.742
H -0.489 0.726 2.501
H -2.216 -0.487 0.277
H -0.419 0.165 -1.181
I 4.546 -1.575 -3.546
H 3.209 -0.766 -3.650
```

Output
**Kohn-Sham gap**: 10.09 eV
**Electronic energy**: -13338.78285 eV
**E_HOMO**: -10.063 eV
**Energy above the lowest of the compared OMol25 structures with the same formula, charge and spin**: 57.0 kJ/mol
**Charge**: 0
**Multiplicity**: 1